<i>
73
Properties=species:S:1:pos:R:3:lowdin_charge:R:1 method="wB97M-V/def2-TZVPD" homo_ha=-0.1186 total_charge=-2 gap_ev=7.179
Ta -1.7421 -0.4219 0.5978 1.074
S 1.1866 -1.4215 -2.0134 0.585
As -0.9050 -0.8545 -2.5650 -0.327
S -2.1419 -2.0797 -1.2710 0.102
S -1.4957 0.9849 -1.5995 0.103
S -1.0426 -1.0742 -4.6268 -0.120
O 4.2742 -2.1179 -0.0362 0.085
C 4.7241 -0.9067 -0.2439 -0.536
O 5.8944 -0.6742 -0.4773 0.026
C 3.7320 0.2129 -0.1671 -0.052
C 4.0732 1.5462 -0.1212 -0.575
Cl 5.6076 2.2912 -0.1795 0.780
N 2.9344 2.2740 -0.0723 -0.070
N 1.8431 1.4742 -0.1112 0.189
C 2.2999 0.2468 -0.1581 -0.220
C 1.3670 -0.9579 -0.1721 -0.910
O 1.8897 -1.9515 0.5523 -0.175
O 0.1160 -0.6130 0.3489 -0.451
C 2.7481 3.6752 0.0378 -0.206
C 3.4949 4.4229 0.9377 -0.064
C 3.2728 5.7885 1.0318 -0.096
C 2.2996 6.3972 0.2518 -0.096
C 1.5443 5.6330 -0.6262 -0.088
C 1.7619 4.2686 -0.7377 0.000
H 3.2453 -2.1077 0.2092 0.039
H 4.2137 3.9329 1.5776 0.096
H 3.8499 6.3746 1.7367 0.100
H 2.1129 7.4592 0.3452 0.099
H 0.7724 6.0980 -1.2248 0.101
H 1.1696 3.6483 -1.3986 0.117
N 1.3655 -0.5513 2.8106 0.162
C 0.4340 -1.2820 3.7127 -0.064
C -0.9623 -0.6549 3.7726 -0.656
O -1.5208 -0.5621 4.8451 0.070
O -1.4474 -0.2512 2.6421 -0.342
H 2.1974 -0.2384 3.3038 0.147
H 0.9143 0.3374 2.4558 0.086
H 1.6456 -1.1618 1.9840 0.098
H 0.8343 -1.3032 4.7217 0.122
H 0.3219 -2.3000 3.3384 0.112
C -1.8491 4.5818 -0.1816 -0.073
C -2.4866 4.2389 1.1581 -0.169
C -1.4931 3.7440 2.2091 -0.281
C -2.2028 3.5456 3.5885 -0.147
C -3.3386 2.5308 3.5921 -0.074
C -0.4160 4.7703 2.4950 -0.417
O -0.6011 5.9713 2.4664 0.078
N 0.7790 4.2402 2.9007 0.213
C 1.1055 2.8753 2.9400 -0.526
O 2.1715 2.5500 3.4471 0.036
N 0.2559 1.9861 2.3701 0.172
C -0.8817 2.3982 1.8407 -0.385
O -1.5782 1.6811 1.0839 -0.274
H -2.6175 4.8494 -0.9089 0.078
H -1.3035 3.7278 -0.5874 0.036
H -1.1666 5.4256 -0.0797 0.052
H -3.2307 3.4566 1.0144 0.106
H -2.9908 5.1170 1.5690 0.122
H -2.5679 4.5333 3.8850 0.119
H -1.4498 3.2458 4.3231 0.122
H -4.1371 2.8090 2.9046 0.070
H -3.7625 2.4715 4.5963 0.078
H -2.9982 1.5325 3.3219 0.049
H 1.5088 4.8817 3.1721 0.149
Cl -4.0704 0.1458 0.6826 -0.053
C -2.0191 -5.8281 -0.4293 -0.127
O -1.7456 -4.7513 0.4599 -0.254
C -2.7549 -3.9720 0.8388 -1.373
S -4.3305 -4.2687 0.5041 0.615
S -2.1746 -2.6331 1.8247 0.584
H -1.0552 -6.2959 -0.6134 0.089
H -2.4454 -5.4430 -1.3558 0.077
H -2.7216 -6.5309 0.0201 0.064

---

<ii>
73
Properties=species:S:1:pos:R:3:lowdin_charge:R:1 method="wB97M-V/def2-TZVPD" homo_ha=-0.0885 total_charge=-2 gap_ev=6.301
Ta -0.2866 -0.2286 1.7937 1.134
S -4.3153 -3.1309 2.1955 -0.213
As -4.0967 -1.2016 3.1836 0.052
S -2.7811 0.0416 1.8492 0.007
S -0.8223 -1.8556 3.6178 0.030
S -2.4733 -1.3906 4.7348 -0.158
O 5.4561 -3.1226 2.6885 0.105
C 5.5307 -3.2714 1.3840 -0.524
O 6.5473 -3.6513 0.8398 0.032
C 4.3053 -2.9545 0.5938 -0.041
C 4.1917 -3.1205 -0.7704 -0.567
Cl 5.3648 -3.5909 -1.9178 0.774
N 2.9368 -2.7523 -1.1327 -0.055
N 2.2346 -2.3411 -0.0713 0.152
C 3.0203 -2.4486 0.9700 -0.118
C 2.4806 -2.0286 2.3109 -0.521
O 3.1531 -2.2818 3.3193 0.067
O 1.3817 -1.4091 2.3229 -0.383
C 2.2503 -2.7665 -2.3787 -0.173
C 1.2498 -1.8169 -2.5628 0.004
C 0.4978 -1.8442 -3.7261 -0.073
C 0.7519 -2.7972 -4.7052 -0.103
C 1.7485 -3.7407 -4.5062 -0.099
C 2.4944 -3.7406 -3.3358 -0.052
H 4.5250 -2.8110 2.9901 0.055
H 1.0494 -1.0998 -1.7746 0.087
H -0.3064 -1.1310 -3.8455 0.086
H 0.1624 -2.8132 -5.6137 0.093
H 1.9375 -4.5013 -5.2538 0.095
H 3.2416 -4.5006 -3.1647 0.073
N -2.8786 -2.4656 -0.4388 0.095
C -1.8470 -3.5226 -0.4114 -0.077
C -0.6941 -3.0996 0.5023 -0.632
O -0.0226 -3.9362 1.0512 0.086
O -0.5668 -1.8033 0.5283 -0.319
H -3.5240 -2.5697 -1.2150 0.144
H -2.4285 -1.5465 -0.5137 0.062
H -3.4517 -2.5417 0.4786 -0.084
H -1.4432 -3.6742 -1.4139 0.128
H -2.2885 -4.4403 -0.0322 0.119
C 0.8784 3.1430 -1.9577 -0.089
C 0.1155 3.8532 -0.8461 -0.152
C -1.3017 3.2849 -0.5546 -0.290
C -2.0516 4.2374 0.3850 -0.167
C -3.4374 3.7438 0.7786 -0.065
C -2.0460 3.1655 -1.8683 -0.428
O -2.4444 4.1296 -2.4932 0.079
N -2.2214 1.8932 -2.3402 0.215
C -1.8126 0.6957 -1.7230 -0.509
O -2.0627 -0.3523 -2.3089 0.023
N -1.1976 0.7733 -0.5280 0.079
C -1.1078 1.9393 0.0951 -0.544
O -0.7732 1.9018 1.3017 -0.298
H 1.8706 3.5842 -2.0626 0.076
H 0.3684 3.2380 -2.9195 0.073
H 1.0178 2.0867 -1.7250 0.028
H -0.0186 4.9086 -1.0953 0.121
H 0.6768 3.7903 0.0898 0.093
H -2.1178 5.2007 -0.1247 0.118
H -1.4320 4.3627 1.2729 0.095
H -4.0735 3.6172 -0.1015 0.077
H -3.9249 4.4665 1.4353 0.073
H -3.3868 2.7899 1.3065 0.034
H -2.7076 1.7885 -3.2176 0.155
Cl 1.6274 0.6989 0.5544 0.185
C -0.6357 4.8168 3.9329 -0.141
O -0.6469 3.3973 3.9767 -0.229
C 0.4427 2.7359 3.5632 -1.260
S 1.7633 3.4837 2.9366 0.618
S 0.2750 1.0133 3.8823 0.527
H -1.6265 5.1217 4.2648 0.089
H -0.4308 5.1795 2.9254 0.052
H 0.1365 5.2123 4.5950 0.074

---

Each structure's energy above the most stable one, in eV: <i> 0.000; <ii> 0.326.

---

<i>
20
Properties=species:S:1:pos:R:3:nbo_charge:R:1 method="wB97M-V/def2-TZVPD" homo_ha="-0.5309 / -0.5309" total_charge=+1 s2=0.759 gap_ev="8.849 / 6.156" multiplicity=2
C -1.3091 -1.6208 2.3219 -0.602
C -1.0298 -0.4568 1.3503 -0.463
C 0.2889 -0.6407 0.7647 -0.257
C 1.2030 0.0950 -1.4151 0.060
N 0.7787 0.3854 -0.2463 0.012
H -2.3244 -1.5706 2.7405 0.254
H -1.1796 -2.6244 1.7543 0.215
H -0.4993 -1.6385 3.1353 0.215
H -1.0589 0.5861 1.8756 0.230
H -1.9698 -0.4010 0.7461 0.253
H 0.2339 -1.5502 0.1187 0.249
H 1.0509 -0.8419 1.5730 0.277
H 0.7173 -0.7936 -1.9119 0.267
H 2.0454 0.5388 -1.8318 0.283
H 3.1430 1.2381 0.2601 0.452
H 4.5585 1.7512 0.0629 0.505
O 3.7375 1.4106 -0.4343 -0.950
H -3.1952 1.3405 -2.7400 0.471
H -3.7981 1.0862 -1.3911 0.467
O -3.4992 0.5796 -2.1656 -0.937

---

<ii>
20
Properties=species:S:1:pos:R:3:nbo_charge:R:1 method="wB97M-V/def2-TZVPD" homo_ha="-0.5186 / -0.5169" total_charge=+1 s2=0.755 gap_ev="10.843 / 5.919" multiplicity=2
C -0.1503 -0.4674 -1.2296 -0.371
C 0.7676 0.6116 -0.6216 0.071
C 0.1953 1.9917 -0.9124 -0.640
O 2.0183 0.5347 -1.2816 -0.710
C -0.2876 -1.7900 -0.3427 -0.283
N -1.1689 -1.7198 0.7530 -0.324
H -1.1799 -0.1347 -1.3528 0.229
H 0.2660 -0.8441 -2.1589 0.263
H 0.8948 0.4227 0.4487 0.177
H 0.6492 2.7033 -0.2121 0.231
H -0.8686 2.1134 -0.7191 0.213
H 0.5347 2.3572 -1.8761 0.251
H 2.6777 0.0259 -0.8029 0.483
H -0.7182 -2.5497 -0.9902 0.245
H 0.7506 -1.8968 0.0075 0.298
H -0.8874 -1.0207 1.4570 0.426
H -1.5862 -2.5260 1.1920 0.417
H -0.6765 0.2996 3.4708 0.487
H -0.8877 1.3489 2.5872 0.492
O -0.3428 0.5402 2.5839 -0.954

---

<iii>
20
Properties=species:S:1:pos:R:3:nbo_charge:R:1 method="wB97M-V/def2-TZVPD" homo_ha="-0.5379 / -0.5375" total_charge=+1 s2=0.754 gap_ev="11.915 / 7.290" multiplicity=2
C 1.7473 0.3685 -0.2736 -0.481
N 0.3165 0.5555 -0.5598 0.083
C 0.0703 0.8921 -1.9509 -0.475
C -0.5026 -0.4925 0.0685 -0.295
C -2.0237 -0.3731 -0.1114 -0.076
O -2.5847 -1.6024 0.3050 -0.693
H 2.2815 1.3071 -0.4000 0.250
H 2.1593 -0.4377 -0.8776 0.257
H 1.8308 0.1180 0.7792 0.271
H 0.4833 0.0844 -2.5568 0.261
H -0.9724 1.0053 -2.2140 0.246
H 0.6111 1.7994 -2.2108 0.258
H -0.2089 -1.4243 -0.4362 0.257
H -0.2119 -0.4894 1.1119 0.266
H -2.4564 0.3772 0.5448 0.208
H -2.2272 -0.1130 -1.1496 0.171
H -2.7741 -2.1662 -0.4602 0.485
H 1.0897 -0.3101 3.8941 0.490
H 1.9168 0.8432 3.4193 0.483
O 1.4552 0.0580 3.0780 -0.965

---

Each structure's energy above the most stable one, in eV: <i> 2.128; <ii> 0.441; <iii> 0.000.

---

<i>
20
Properties=species:S:1:pos:R:3:nbo_charge:R:1 method="wB97M-V/def2-TZVPD" homo_ha="-0.5190 / -0.5190" total_charge=+1 s2=0.755 gap_ev="11.078 / 6.003" multiplicity=2
C 0.0256 0.9133 -1.3376 -0.296
N 0.2531 0.4002 -0.0150 -0.143
C -0.0854 1.1179 1.1971 0.058
O 0.6054 2.2909 1.4057 -0.654
C -0.5439 -0.1346 -2.3077 -0.409
C -1.6600 -1.0066 -1.7317 -0.628
H -0.5892 1.8116 -1.2039 0.250
H 0.9503 1.2776 -1.8019 0.283
H 0.0508 -0.6008 0.0649 0.422
H 0.0051 0.4294 2.0336 0.224
H -1.1627 1.3389 1.0641 0.240
H 1.1522 2.5712 0.6602 0.498
H 0.2671 -0.7958 -2.6069 0.229
H -0.9162 0.4281 -3.1710 0.253
H -2.5436 -0.4455 -1.4309 0.225
H -2.0017 -1.7077 -2.4997 0.259
H -1.2992 -1.6393 -0.9172 0.189
H 2.2341 -2.8003 4.3826 0.474
H 2.5258 -1.3070 4.3249 0.466
O 2.7324 -2.1414 3.8904 -0.940

---

<ii>
20
Properties=species:S:1:pos:R:3:nbo_charge:R:1 method="wB97M-V/def2-TZVPD" homo_ha="-0.5565 / -0.5666" total_charge=+1 s2=0.763 gap_ev="11.417 / 8.146" multiplicity=2
C -1.1396 -0.8823 1.9334 -0.578
C -0.5561 -0.5915 0.5225 -0.513
C 0.5651 0.3361 0.6190 0.307
C 1.8978 -0.0375 0.7740 -0.170
N 0.2587 1.6272 0.6697 -0.597
H -0.3663 -1.1050 2.6798 0.216
H -1.6272 0.0078 2.3291 0.222
H -1.7965 -1.7370 1.9281 0.247
H -0.3141 -1.6031 0.1959 0.249
H -1.3573 -0.3023 -0.1391 0.280
H 2.3093 -1.0342 0.6428 0.234
H 2.6432 0.7122 1.0421 0.213
H -0.4559 1.9574 -0.0036 0.458
H 1.0257 2.2895 0.7341 0.409
H -1.1412 0.5103 -2.3221 0.504
H -1.0357 2.0119 -2.2516 0.478
O -1.4634 1.2712 -1.8025 -0.968
H 1.0333 -1.0930 -3.2982 0.494
H 1.0415 -1.1717 -1.7394 0.463
O 0.4787 -1.1659 -2.5139 -0.950

---

<iii>
20
Properties=species:S:1:pos:R:3:nbo_charge:R:1 method="wB97M-V/def2-TZVPD" homo_ha="-0.5515 / -0.5494" total_charge=+1 s2=0.754 gap_ev="11.943 / 7.104" multiplicity=2
C 1.5836 -0.4328 -0.9117 -0.480
N 0.3834 0.2626 -0.5774 -0.075
C -1.1634 0.4019 1.3046 -0.650
C -0.6122 -0.4494 0.1904 -0.130
C -1.7152 -0.9581 -0.7544 -0.069
O -1.2659 -0.9191 -2.0983 -0.709
H 2.1669 -0.4923 0.0265 0.280
H 1.3711 -1.4321 -1.2750 0.266
H 2.1666 0.1214 -1.6508 0.264
H 0.4235 1.1694 -0.1088 0.407
H -1.8785 -0.2172 1.8478 0.263
H -0.4110 0.6926 2.0479 0.249
H -1.5976 1.3316 0.9311 0.233
H -0.0960 -1.2950 0.6129 0.245
H -2.6371 -0.4361 -0.4778 0.201
H -1.9130 -2.0030 -0.4722 0.195
H -2.0680 -0.8475 -2.6293 0.502
H 1.9151 1.5183 0.8610 0.417
H 3.0681 2.2325 1.4156 0.487
O 2.2794 1.7520 1.7180 -0.898

---

<iv>
20
Properties=species:S:1:pos:R:3:nbo_charge:R:1 method="wB97M-V/def2-TZVPD" homo_ha="-0.5491 / -0.4956" total_charge=+1 s2=0.756 gap_ev="11.946 / 3.649" multiplicity=2
C 1.9705 -0.5053 -0.9311 -0.073
O 1.2924 -1.7102 -0.7057 -0.615
C 0.9904 0.6183 -0.7977 -0.409
C 1.5691 1.9761 -1.1245 -0.614
H 2.8422 -0.4318 -0.2669 0.204
H 2.3593 -0.5161 -1.9772 0.222
H 1.9112 -2.4497 -0.5952 0.497
H 0.1332 0.3869 -1.4342 0.220
H 0.6486 0.5764 0.2430 0.202
H 1.8915 2.0313 -2.1581 0.222
H 0.8529 2.7716 -0.9512 0.224
H 2.4558 2.1936 -0.5129 0.216
N -2.1878 0.9004 1.8212 -0.625
C -2.3686 -0.4143 1.3287 0.026
O -1.3886 -0.7449 0.3397 -0.466
H -1.2398 1.0283 2.1634 0.386
H -2.3412 1.6011 1.1036 0.396
H -2.3147 -1.1529 2.1495 0.241
H -3.3506 -0.5010 0.8450 0.231
H -1.2888 -1.7104 0.2685 0.515

---

Each structure's energy above the most stable one, in eV: <i> 1.077; <ii> 0.000; <iii> 1.279; <iv> 2.329.

---

<i>
14
Properties=species:S:1:pos:R:3:nbo_charge:R:1 method="wB97M-V/def2-TZVPD" homo_ha=-0.5410 total_charge=+1 gap_ev=11.378
C 0.6107 1.4162 -1.4091 -0.437
C 0.0858 -0.8464 1.3502 0.146
N 0.1096 0.0105 -1.2565 -0.208
N -0.9783 -1.0554 2.1618 -0.710
O -0.7065 0.0002 -0.1929 -0.555
H 0.9400 1.4484 -2.4178 0.218
H -0.1988 2.0689 -1.1178 0.255
H 1.5998 1.6610 -0.8805 0.237
H 0.7139 -0.0780 1.4624 0.203
H 0.4161 -1.8451 0.9012 0.213
H -0.4262 -0.2039 -2.1136 0.418
H -1.4084 -0.2106 2.5247 0.405
H 0.9023 -0.6306 -1.0731 0.400
H -1.6599 -1.7351 2.0611 0.415

---

<ii>
14
Properties=species:S:1:pos:R:3:nbo_charge:R:1 method="wB97M-V/def2-TZVPD" homo_ha=-0.5366 total_charge=+1 smiles=[NH3+]CNCO gap_ev=10.947
C -0.5658 0.7077 -0.4409 -0.065
N -1.3076 -0.3908 -1.1789 -0.686
H -1.0942 0.8594 0.5046 0.227
H -0.7307 1.6329 -0.9847 0.230
H -0.6713 -0.8447 -1.8399 0.451
H -2.1166 -0.0529 -1.6994 0.446
N 0.7912 0.3463 -0.3532 -0.648
C 1.1506 -0.4648 0.8070 0.082
O 0.5496 0.0391 1.9699 -0.737
H 1.3687 1.1733 -0.4347 0.404
H -1.6266 -1.1218 -0.5428 0.441
H 0.8323 -1.4884 0.6153 0.152
H 2.2368 -0.4451 0.8823 0.199
H 1.1834 0.0498 2.6953 0.502

---

Each structure's energy above the most stable one, in eV: <i> 2.886; <ii> 0.000.